Record 1
An isolated molecule of C17H26N2O3S, computed with ωB97M-V/def2-TZVPD.

Output
DFT total energy = -1396.82967 Ha
Strongest force on any atom = 1.10 eV/A

XYZ file:
```
49
Properties=species:S:1:pos:R:3:forces:R:3
S -2.15059 -0.79583 -0.67145 -0.99 -0.35 0.01
O -1.88919 -1.03568 -2.06070 -0.16 0.23 -0.18
O -1.12757 -1.16170 0.27640 -0.12 0.04 0.27
O 1.18352 2.93974 1.52763 0.30 0.34 0.07
N 0.81963 0.71966 1.32566 0.04 -0.46 0.20
N -2.61015 0.79498 -0.41665 0.25 -1.07 -0.10
C 3.06622 -0.17747 1.11232 0.01 -0.05 0.13
C 4.75701 0.30409 -0.53028 -0.03 -0.03 0.00
C 6.04284 -1.52228 -1.68108 0.05 0.00 0.07
C -0.31929 1.77731 -1.26060 -0.12 0.22 -0.08
C -4.00343 -1.42308 1.22760 -0.15 -0.11 0.17
C 4.24235 -1.96330 0.01167 0.06 0.02 -0.08
C -5.24310 -2.19161 1.67504 0.21 0.14 -0.10
C 3.28789 -1.53260 0.91546 0.00 0.12 0.08
C -2.80506 1.57622 -1.61947 -0.18 0.14 -0.59
C 0.54139 2.00962 1.07792 -0.59 0.20 -0.19
C 2.00272 0.31289 2.05994 0.07 0.12 -0.02
C 3.80648 0.73756 0.37428 0.01 -0.02 0.04
C -3.67222 -1.67751 -0.22809 0.79 0.47 0.08
C -0.66156 2.23832 0.16046 0.22 0.04 -0.04
C -1.94012 1.51916 0.64280 0.13 0.05 0.51
C 4.99083 -1.05227 -0.72235 -0.05 -0.05 -0.01
C -1.47587 2.08850 -2.21015 0.10 -0.08 0.06
H -0.83222 3.31945 0.13940 0.10 -0.12 0.07
H 0.27808 -0.01731 0.88875 0.01 0.19 -0.02
H 3.62940 1.79380 0.51470 -0.02 0.15 0.03
H 5.32747 1.02765 -1.09544 0.06 0.07 -0.07
H -4.43843 -1.30740 -0.90311 -0.08 0.03 -0.14
H 1.72540 -0.47205 2.76892 0.07 0.08 -0.01
H 4.40737 -3.02238 -0.12835 0.01 -0.11 -0.03
H -1.28573 1.60467 -3.16745 -0.03 0.07 -0.05
H 6.20352 -0.79181 -2.47051 0.04 0.00 -0.08
H -6.10755 -1.89899 1.08385 -0.15 -0.01 -0.03
H -1.71169 0.79405 1.42323 -0.01 0.23 0.10
H 5.76242 -2.47258 -2.12989 0.03 -0.05 -0.07
H 2.71090 -2.25618 1.47353 -0.07 -0.08 0.08
H -3.48291 -2.72930 -0.42827 0.08 -0.09 -0.10
H -3.32129 0.93379 -2.33171 -0.09 0.25 -0.09
H -3.46413 2.40903 -1.35679 -0.01 -0.11 0.00
H -4.16184 -0.35257 1.36913 0.03 0.00 0.06
H 2.35413 1.19442 2.60331 -0.07 -0.19 0.01
H -5.09275 -3.26184 1.55742 -0.04 -0.14 0.01
H 0.58710 2.27975 -1.60165 0.04 -0.09 0.02
H 6.98798 -1.66453 -1.15549 0.09 -0.03 -0.05
H -0.12850 0.70219 -1.26667 0.18 0.10 -0.05
H -5.45619 -1.98724 2.72082 -0.07 -0.02 0.08
H -1.53614 3.16566 -2.37347 0.02 0.01 -0.05
H -2.65299 2.24499 1.04811 0.05 -0.10 -0.01
H -3.14414 -1.72005 1.83124 -0.02 0.06 0.05
```
Positions in Å, forces in eV/Å.

---

Record 2
A structure of composition C17H31N3P2Pt, computed with ωB97M-V/def2-TZVPD.

Output
DFT total energy = -1631.75725 Ha
Net charge = +2
Strongest force on any atom = 3.38 eV/A
Spin multiplicity = 5

XYZ file:
```
54
Properties=species:S:1:pos:R:3:forces:R:3
Pt 1.21328 0.55356 2.76548 -0.84 -0.91 -1.68
P -0.56127 1.49468 -2.28905 -1.86 0.50 -2.78
P -1.26523 -1.58993 -1.83960 -0.45 -0.82 -2.92
N 3.57487 -1.41422 8.36619 -0.08 -0.02 -0.16
N 2.42637 -1.90586 6.21849 1.03 -0.55 2.44
N 1.73175 -0.58380 4.30065 1.33 -0.57 2.14
C 1.38362 1.46816 0.72157 0.08 0.47 0.30
C -1.29386 -0.67845 1.57026 -0.35 0.67 -0.04
C 1.92920 0.42493 -0.20343 0.51 -0.79 0.19
C 0.03045 -2.55207 -2.72801 0.34 0.12 0.54
C -1.14800 0.50033 -3.76999 0.51 -0.82 0.23
C 0.03809 1.51918 1.16415 0.29 0.45 1.05
C 3.03536 -1.59394 7.33655 -0.64 -0.26 -1.21
C -2.51951 -2.91863 -1.71150 -0.13 0.17 0.82
C 2.11299 -1.11815 5.27045 -0.86 1.30 -2.27
C -2.17542 2.34645 -2.04785 0.12 -0.04 1.02
C 1.21936 -1.32069 1.59664 1.70 0.18 -0.12
C 1.51262 -1.02966 0.14447 0.32 -0.02 -0.72
C 1.76962 2.22212 3.74821 0.29 1.83 1.14
C -1.03073 0.56577 0.69240 -0.05 -0.84 -0.71
C -0.04872 -1.20674 2.22109 -1.45 0.16 0.96
C 0.30099 2.84428 -3.17804 0.81 -0.13 0.56
C -1.95392 -0.73732 -3.36069 -0.14 0.67 0.39
H -0.70476 0.17759 -0.29832 -0.39 0.62 1.16
H -0.25188 0.21812 -4.34557 -0.35 0.07 0.08
H 2.83086 2.13167 4.02521 -0.25 -0.20 -0.28
H 1.18472 2.43805 -3.68635 -0.17 0.22 0.09
H -3.49388 -2.47539 -1.47429 0.15 -0.21 -0.02
H -1.77738 -1.47443 0.97625 0.00 0.14 0.04
H -0.44019 -3.02977 -3.59885 0.20 0.10 0.27
H -1.93911 -1.50246 -4.15450 -0.16 0.29 0.27
H 1.94594 2.40966 0.77391 -0.15 -0.39 0.01
H 0.62412 3.58097 -2.43271 0.01 0.03 -0.32
H 0.84719 -1.89263 -3.05006 -0.13 -0.26 0.06
H -1.96584 1.12454 0.52879 0.25 -0.25 0.12
H -2.93824 1.64807 -1.68030 0.15 0.26 -0.06
H -2.48522 2.76423 -3.01591 0.16 -0.11 0.31
H -3.00006 -0.47490 -3.12815 0.35 -0.07 -0.21
H 0.64652 -1.33251 -0.46515 0.17 0.08 0.23
H -0.37412 3.31563 -3.90646 0.12 -0.23 0.27
H 1.17424 2.30763 4.66996 0.02 -0.11 -0.32
H -2.01777 -0.39442 2.34867 0.25 -0.29 -0.15
H -0.22251 -1.84930 3.09147 0.08 0.16 -0.33
H 0.42141 -3.32092 -2.04921 0.08 0.13 -0.30
H -2.03869 3.15813 -1.32320 -0.28 -0.10 -0.13
H -2.57611 -3.46938 -2.65940 0.07 0.18 0.21
H -2.22904 -3.59867 -0.90316 -0.20 -0.02 -0.18
H 1.62439 3.12074 3.12950 -0.02 -0.42 0.10
H 1.92776 -2.01408 2.07399 -0.44 0.23 -0.24
H 1.65450 0.67242 -1.24289 0.14 -0.14 0.07
H 2.33608 -1.68694 -0.17355 -0.30 0.14 0.07
H -1.76547 1.18986 -4.36878 0.36 -0.18 0.14
H 3.02876 0.46281 -0.15652 -0.37 0.08 -0.10
H -0.30813 2.50569 1.50716 0.18 -0.46 0.01
```
Positions in Å, forces in eV/Å.

---

Record 3
A cluster of 2 separate species, C9H14 in total, computed with ωB97M-V/def2-TZVPD.

Output
DFT total energy = -351.25716 Ha
Strongest force on any atom = 4.45 eV/A

XYZ file:
```
23
Properties=species:S:1:pos:R:3:forces:R:3
C -1.49440 2.03738 -1.21817 1.53 1.72 1.50
C 1.50081 -1.71219 1.21267 -1.47 0.30 -0.74
C -1.15888 0.75554 -0.79612 -1.85 -0.88 -1.25
C -0.57641 3.07726 -0.97225 0.61 -2.24 0.25
C 0.12313 0.41947 -0.64884 2.58 1.40 0.92
C 0.75549 2.75884 -0.55066 -2.35 2.01 -0.49
C 1.07324 1.44817 -0.44509 -0.34 -1.10 -0.89
C -2.21966 -0.31729 -0.75194 0.52 0.03 0.48
C 1.10294 -3.12717 1.59021 -2.14 0.44 3.88
H -0.91466 4.07625 -1.00292 -0.12 1.04 -0.47
H 1.38918 3.63354 -0.37399 0.25 -0.75 0.08
H -3.03173 0.19339 -0.20674 -0.40 -0.77 -0.82
H -2.44436 2.31322 -1.60295 -0.96 -0.10 0.02
H 0.63926 -1.03169 1.34009 0.73 -0.16 -0.01
H 1.77468 -1.74537 0.17236 -0.26 0.17 -0.78
H -0.01329 -3.47227 1.42997 2.52 0.46 -1.38
H 0.86612 -3.14963 2.73677 1.37 0.04 -1.40
H 0.44185 -0.59593 -0.61096 -0.10 -0.30 0.12
H 2.07429 1.18025 -0.31759 1.50 -0.48 0.46
H -1.94271 -1.24722 -0.15464 -0.10 1.25 -0.95
H 1.98686 -3.71086 1.38993 -0.57 -1.26 -0.17
H -2.32845 -0.52978 -1.82744 -1.08 -0.44 0.58
H 2.39669 -1.25387 1.60831 0.12 -0.37 1.07
```
Positions in Å, forces in eV/Å.

---

Record 4
A structure of composition C8H10N2O, computed with ωB97M-V/def2-TZVPD.

Output
DFT total energy = -495.44800 Ha
Strongest force on any atom = 5.26 eV/A

XYZ file:
```
21
Properties=species:S:1:pos:R:3:forces:R:3
O 1.94700 -0.10971 -0.66875 0.80 -1.26 -1.53
N -2.53966 1.27020 0.29390 -1.09 0.84 -0.39
N -2.94175 -0.70253 -0.68647 2.24 -2.23 0.62
C -3.42092 0.39055 -0.28774 -1.63 0.37 -0.30
C -0.09190 1.18932 0.62788 2.46 -4.47 -1.26
C -0.71811 -1.74885 -0.08165 -0.53 -1.52 -0.13
C -1.24600 0.66944 0.21158 -0.15 1.30 2.03
C 2.98525 0.79555 -0.84178 -2.06 1.92 0.31
C -1.54034 -0.72150 -0.16747 -1.76 1.04 -1.29
C 1.31029 -0.27588 0.47495 -3.00 2.59 2.97
C 0.63271 -1.65187 0.55548 1.20 -0.32 0.41
H -2.85620 2.21468 0.55245 0.98 -0.88 -0.21
H 0.35299 2.14370 0.71312 -0.28 0.92 0.44
H 3.70862 0.39163 -1.43604 1.68 -1.30 -2.00
H 1.90497 -0.07347 1.40054 -0.21 -0.05 -0.81
H 2.54473 1.67330 -1.31821 0.30 0.23 -0.14
H 0.73673 -2.06899 1.64050 -0.62 0.76 -1.82
H -1.05107 -2.74211 -0.49318 0.36 1.14 0.59
H -4.53700 0.50167 -0.42192 1.45 0.74 0.34
H 1.30041 -2.27976 -0.07394 -0.20 0.08 0.54
H 3.51926 1.13464 0.00673 0.07 0.11 1.64
```
Positions in Å, forces in eV/Å.